{"formula": "C9H14", "method": "the ωB97M-V functional and the def2-TZVPD basis", "spin_multiplicity": 2, "total_charge": 1, "homo_lumo_gap_ev": [10.00, 6.28], "homo_energy_ev": [-14.53, -14.55], "fmax_ev_per_a": 1.394, "e_tot_ev": -9551.126, "lumo_energy_ev": [-4.529, -8.278], "elements": ["C", "C", "C", "C", "C", "C", "C", "H", "H", "H", "H", "H", "H", "H", "H", "C", "C", "H", "H", "H", "H", "H", "H"], "positions_angstrom": [[-0.457, 0.378, -2.981], [-0.671, -1.135, -0.984], [0.155, -0.330, -1.846], [-0.160, -1.997, -0.010], [1.181, -1.933, 0.255], [1.490, -0.192, -1.514], [1.983, -0.982, -0.493], [-1.739, -1.086, -1.136], [-0.755, -2.702, 0.541], [-0.935, -0.309, -3.680], [0.279, 0.912, -3.576], [1.707, -2.461, 1.039], [2.145, 0.490, -2.046], [3.039, -0.932, -0.256], [-1.189, 1.122, -2.689], [-0.280, 1.332, 1.840], [-1.256, 1.516, 2.975], [0.006, 2.295, 1.452], [0.659, 0.834, 2.129], [-0.595, 0.590, 1.107], [-1.542, 0.563, 3.452], [-2.202, 1.899, 2.629], [-0.864, 2.128, 3.792]], "nbo_charge": [-0.686, -0.005, 0.189, -0.244, -0.040, -0.267, -0.018, 0.243, 0.261, 0.272, 0.251, 0.252, 0.259, 0.244, 0.279, -0.603, -0.613, 0.218, 0.195, 0.173, 0.204, 0.213, 0.223]}

{"formula": "C3H5NO2", "method": "the ωB97M-V functional and the def2-TZVPD basis", "spin_multiplicity": 1, "total_charge": 0, "homo_lumo_gap_ev": 10.02, "homo_energy_ev": -9.98, "fmax_ev_per_a": 0.803, "e_tot_ev": -8776.894, "smiles": "CNC(=O)C=O", "lumo_energy_ev": 0.041, "elements": ["C", "N", "C", "O", "C", "O", "H", "H", "H", "H", "H"], "positions_angstrom": [[-1.044, 1.380, 0.008], [0.130, 0.543, -0.140], [0.046, -0.784, 0.068], [-0.984, -1.387, 0.336], [1.341, -1.600, -0.015], [2.461, -1.165, 0.094], [-1.847, 0.735, 0.369], [-0.869, 2.174, 0.739], [-1.353, 1.829, -0.941], [1.026, 0.942, -0.379], [1.093, -2.670, -0.140]], "nbo_charge": [-0.428, -0.588, 0.545, -0.599, 0.366, -0.488, 0.243, 0.202, 0.200, 0.412, 0.135]}

{"formula": "C6H12O2Se", "method": "the ωB97M-V functional and the def2-TZVPD basis", "spin_multiplicity": 1, "total_charge": 0, "homo_lumo_gap_ev": [6.02, 6.02], "homo_energy_ev": [-6.93, -6.93], "fmax_ev_per_a": 5.029, "e_tot_ev": -75853.578, "lumo_energy_ev": [-0.907, -0.906], "elements": ["C", "C", "C", "C", "C", "C", "O", "O", "Se", "H", "H", "H", "H", "H", "H", "H", "H", "H", "H", "H", "H"], "positions_angstrom": [[0.787, -0.432, 0.683], [-1.480, -0.954, -0.023], [0.700, 1.967, 0.248], [1.806, -1.425, 0.947], [-2.070, -1.904, -1.088], [0.720, 3.092, -0.715], [-0.023, -0.920, -0.328], [1.335, 0.835, 0.040], [-2.417, 0.906, -0.106], [0.011, -0.149, 1.427], [-1.652, -1.262, 1.020], [0.253, 2.093, 1.300], [1.322, -2.416, 1.387], [2.430, -1.177, 1.748], [2.429, -1.619, 0.106], [-2.601, -1.192, -1.740], [-2.700, -2.628, -0.639], [-1.221, -2.442, -1.635], [1.030, 2.480, -1.572], [1.566, 3.658, -0.301], [-0.225, 3.487, -0.759]], "nbo_charge": [0.366, -0.021, 0.489, -0.653, -0.667, -0.710, -0.551, -0.480, -0.508, 0.207, 0.170, 0.204, 0.247, 0.220, 0.242, 0.239, 0.213, 0.220, 0.250, 0.248, 0.276]}

{"formula": "C3H6N4O3S2", "method": "the ωB97M-V functional and the def2-TZVPD basis", "spin_multiplicity": 1, "total_charge": 0, "homo_lumo_gap_ev": [6.87, 7.10], "homo_energy_ev": [-8.13, -8.12], "fmax_ev_per_a": 3.467, "e_tot_ev": -36976.321, "lumo_energy_ev": [-1.257, -1.023], "elements": ["C", "C", "C", "N", "N", "N", "N", "O", "O", "O", "S", "S", "H", "H", "H", "H", "H", "H"], "positions_angstrom": [[0.134, 2.304, 0.631], [1.324, -0.850, -0.886], [1.385, 0.723, -0.994], [0.793, -1.097, 0.421], [0.322, -0.016, 0.909], [-1.628, -1.545, 1.582], [0.631, 1.162, 0.199], [-1.879, -0.089, -0.628], [-0.497, 2.402, 1.662], [-1.786, -2.505, -0.904], [-1.044, -0.110, 1.887], [-2.419, -1.386, -0.295], [0.372, 3.044, -0.054], [0.700, -1.130, -1.788], [2.324, -1.201, -1.046], [2.417, 1.136, -1.182], [0.900, 1.226, -1.852], [-2.049, -2.068, 2.339]], "nbo_charge": [0.533, -0.280, -0.249, -0.149, -0.074, -1.073, -0.257, -1.014, -0.564, -0.958, 0.938, 1.678, 0.136, 0.254, 0.224, 0.216, 0.224, 0.415]}

{"formula": "C30H36Cl3F6N3O3PSSbTi", "method": "the ωB97M-V functional and the def2-TZVPD basis", "spin_multiplicity": 2, "total_charge": 3, "homo_lumo_gap_ev": [5.44, 4.82], "homo_energy_ev": [-15.92, -15.92], "fmax_ev_per_a": 4.025, "e_tot_ev": -145931.633, "lumo_energy_ev": [-10.474, -11.094], "elements": ["Ti", "C", "C", "C", "C", "P", "C", "C", "C", "C", "C", "C", "C", "C", "C", "C", "H", "H", "H", "H", "H", "H", "H", "H", "H", "H", "H", "H", "H", "H", "H", "H", "H", "H", "H", "H", "H", "H", "H", "O", "N", "O", "F", "Sb", "F", "F", "F", "F", "F", "Cl", "C", "C", "C", "C", "C", "C", "N", "C", "C", "N", "C", "O", "C", "C", "C", "Cl", "S", "C", "C", "C", "Cl", "C", "H", "H", "H", "H", "H", "H", "H", "H", "H", "H", "H", "H", "H"], "positions_angstrom": [[-2.354, 1.586, 0.564], [0.654, 1.624, 3.375], [1.198, 1.750, 1.944], [2.551, 2.458, 1.993], [1.364, 0.353, 1.333], [-0.077, 2.773, 0.959], [-0.140, 4.327, 1.950], [0.768, 5.345, 1.634], [0.792, 6.534, 2.345], [-0.090, 6.744, 3.392], [-0.972, 5.736, 3.748], [-0.979, 4.542, 3.045], [0.438, 3.202, -0.817], [0.053, 2.011, -1.719], [1.944, 3.408, -1.020], [-0.385, 4.429, -1.253], [1.275, 0.902, 3.912], [-0.368, 1.259, 3.415], [0.713, 2.569, 3.911], [3.139, 1.981, 2.781], [2.467, 3.512, 2.252], [3.109, 2.358, 1.066], [2.053, -0.217, 1.962], [1.794, 0.397, 0.327], [0.426, -0.191, 1.303], [1.464, 5.228, 0.825], [1.502, 7.302, 2.067], [-0.089, 7.683, 3.932], [-1.653, 5.873, 4.579], [-1.641, 3.790, 3.420], [0.315, 1.048, -1.269], [0.616, 2.094, -2.651], [-0.993, 2.029, -1.999], [2.482, 2.462, -0.943], [2.410, 4.117, -0.347], [2.085, 3.784, -2.037], [-1.435, 4.346, -0.960], [-0.354, 4.501, -2.344], [-0.001, 5.359, -0.849], [-3.106, 3.171, 1.191], [-3.160, 2.673, 2.364], [-2.539, 1.539, 2.402], [-2.879, 1.556, -1.161], [-5.183, 0.984, -1.171], [-4.277, -0.628, -1.350], [-5.014, 1.249, -2.975], [-5.148, 2.789, -0.840], [-6.776, 0.277, -0.650], [-4.481, 0.868, 0.694], [2.534, -6.751, 2.720], [1.751, -5.937, 1.434], [1.471, -4.582, 1.539], [0.832, -3.943, 0.494], [0.465, -4.618, -0.670], [-0.220, -3.882, -1.792], [-1.648, -3.455, -1.462], [-1.791, -2.375, -0.475], [-2.348, -2.531, 0.786], [-2.385, -1.312, 1.349], [-1.852, -0.390, 0.440], [-1.507, -1.090, -0.651], [0.503, -2.725, -2.222], [1.873, -2.966, -2.491], [2.173, -4.108, -3.434], [1.526, -4.395, -4.669], [0.246, -3.587, -5.342], [2.224, -5.741, -5.533], [3.360, -5.911, -4.298], [3.214, -4.980, -3.244], [0.781, -5.972, -0.756], [0.393, -6.906, -2.173], [1.407, -6.635, 0.288], [1.761, -4.042, 2.432], [0.628, -2.878, 0.573], [-0.337, -4.562, -2.632], [-2.166, -4.320, -1.059], [-2.147, -3.146, -2.378], [-2.684, -3.487, 1.161], [-2.756, -1.027, 2.317], [-1.091, -0.693, -1.561], [2.416, -3.153, -1.563], [2.257, -2.043, -2.929], [4.115, -6.688, -4.364], [3.864, -4.966, -2.376], [1.623, -7.694, 0.210]], "lowdin_charge": [1.115, -0.068, -0.641, -0.055, -0.084, 1.187, -0.326, -0.099, -0.030, -0.024, -0.031, -0.101, -0.648, -0.105, -0.065, -0.056, 0.108, 0.065, 0.093, 0.111, 0.084, 0.073, 0.103, 0.079, 0.047, 0.082, 0.127, 0.128, 0.126, 0.080, 0.055, 0.108, 0.060, 0.082, 0.071, 0.111, 0.082, 0.111, 0.085, -0.129, 0.022, -0.170, -0.362, 1.606, -0.295, -0.269, -0.274, -0.245, -0.350, 0.772, -0.658, -0.073, -0.029, -0.212, -0.303, -0.008, -0.012, 0.011, -0.069, -0.082, -0.115, -0.112, -0.123, -0.257, -0.887, 0.902, 1.146, -0.260, -0.048, -0.563, 0.775, -0.103, 0.118, 0.114, 0.089, 0.154, 0.150, 0.154, 0.130, 0.149, 0.135, 0.154, 0.116, 0.152, 0.121]}

{"formula": "C3H10NS", "method": "the ωB97M-V functional and the def2-TZVPD basis", "spin_multiplicity": 2, "total_charge": 2, "homo_lumo_gap_ev": [12.63, 7.61], "homo_energy_ev": [-21.32, -21.42], "fmax_ev_per_a": 2.505, "e_tot_ev": -15577.280, "lumo_energy_ev": [-8.688, -13.802], "elements": ["C", "C", "C", "S", "N", "H", "H", "H", "H", "H", "H", "H", "H", "H", "H"], "positions_angstrom": [[-1.513, 0.372, -0.526], [-0.271, -0.299, 0.124], [0.442, 0.847, 0.990], [2.270, 0.490, 0.714], [0.534, -0.994, -0.939], [-2.184, -0.415, -0.885], [-2.049, 0.972, 0.210], [-1.392, 1.038, -1.377], [-0.557, -1.206, 0.729], [0.112, 0.706, 2.042], [0.186, 1.844, 0.662], [2.551, 0.253, 2.016], [1.316, -1.570, -0.512], [0.628, -0.351, -1.808], [-0.073, -1.686, -1.440]], "nbo_charge": [-0.669, -0.064, -0.544, 0.685, -0.743, 0.264, 0.278, 0.261, 0.263, 0.313, 0.307, 0.208, 0.470, 0.485, 0.483]}

{"formula": "C52H52IrN6OP2", "method": "the ωB97M-V functional and the def2-TZVPD basis", "spin_multiplicity": 5, "total_charge": 1, "homo_lumo_gap_ev": [5.22, 6.28], "homo_energy_ev": [-7.52, -9.23], "fmax_ev_per_a": 1.289, "e_tot_ev": -87163.064, "lumo_energy_ev": [-2.297, -2.955], "elements": ["Ir", "C", "C", "N", "C", "C", "C", "C", "C", "C", "C", "N", "C", "C", "C", "C", "C", "C", "C", "C", "N", "C", "H", "H", "H", "H", "H", "H", "H", "H", "H", "H", "H", "H", "C", "C", "C", "C", "C", "C", "P", "C", "C", "C", "C", "C", "C", "C", "C", "C", "C", "C", "C", "C", "C", "C", "C", "H", "H", "H", "H", "H", "H", "H", "H", "H", "H", "H", "H", "H", "H", "H", "H", "O", "P", "N", "C", "C", "C", "C", "N", "C", "C", "C", "C", "N", "C", "C", "C", "C", "H", "H", "H", "H", "H", "H", "H", "H", "H", "H", "H", "H", "H", "H", "H", "H", "H", "H", "H", "H", "H", "H", "H", "H"], "positions_angstrom": [[-0.199, -0.222, -0.199], [1.159, -0.832, -4.745], [0.753, -0.030, -3.745], [0.763, -0.475, -2.382], [1.941, -1.856, -1.047], [2.952, -2.635, -1.864], [2.064, -2.087, -4.595], [3.584, -3.730, -1.426], [3.388, -4.115, -0.061], [2.455, -3.458, 0.748], [1.700, -2.378, 0.317], [0.702, -1.675, 0.965], [0.226, -1.790, 2.230], [0.772, -2.478, 3.309], [0.104, -2.547, 4.543], [-1.104, -1.944, 4.764], [-1.683, -1.187, 3.718], [-2.912, -0.505, 3.850], [-3.414, 0.233, 2.812], [-2.675, 0.303, 1.624], [-1.537, -0.343, 1.471], [-1.014, -1.095, 2.481], [0.973, -0.484, -5.754], [0.295, 0.932, -3.933], [2.920, -1.882, -5.243], [4.159, -4.360, -2.093], [3.930, -4.959, 0.338], [2.310, -3.857, 1.737], [1.737, -2.946, 3.233], [0.578, -3.103, 5.342], [-1.612, -2.016, 5.716], [-3.449, -0.575, 4.787], [-4.353, 0.763, 2.888], [-3.019, 0.885, 0.777], [-5.132, -1.524, -3.810], [-4.116, -0.576, -3.840], [-2.987, -0.753, -3.060], [-2.860, -1.886, -2.254], [-3.879, -2.832, -2.228], [-5.013, -2.646, -3.007], [-1.330, -2.059, -1.316], [-1.603, -3.396, -0.125], [-0.773, -4.512, -0.078], [-0.946, -5.468, 0.915], [-1.955, -5.324, 1.853], [-2.799, -4.222, 1.800], [-2.620, -3.261, 0.821], [-0.098, -2.690, -2.523], [-0.367, -3.655, -3.403], [0.484, -4.091, -4.502], [1.499, -3.408, -5.036], [2.469, -1.923, -3.126], [3.392, -0.685, -3.138], [3.543, 0.408, -2.307], [2.670, 0.711, -1.276], [1.598, -0.272, -1.177], [1.103, -1.853, -2.360], [-6.019, -1.385, -4.414], [-4.208, 0.300, -4.468], [-2.194, -0.013, -3.075], [-3.788, -3.711, -1.603], [-5.804, -3.385, -2.983], [0.028, -4.631, -0.795], [-0.284, -6.322, 0.950], [-2.089, -6.070, 2.625], [-3.592, -4.109, 2.528], [-3.284, -2.404, 0.795], [-1.329, -4.158, -3.331], [0.213, -5.035, -4.960], [1.996, -3.857, -5.888], [4.143, -0.808, -3.912], [4.384, 1.061, -2.512], [2.746, 1.573, -0.636], [0.664, 1.290, 1.183], [0.673, 2.794, 1.234], [2.151, 3.408, 0.892], [3.374, 2.914, 1.534], [4.465, 3.463, 0.625], [3.931, 4.838, 0.213], [2.396, 4.711, 0.255], [0.241, 3.298, 2.727], [0.774, 4.466, 3.439], [-0.183, 4.621, 4.617], [-0.579, 3.181, 4.928], [-0.749, 2.570, 3.540], [-0.369, 3.464, 0.152], [-1.240, 4.615, 0.420], [-1.854, 4.906, -0.947], [-1.958, 3.523, -1.589], [-0.682, 2.825, -1.123], [3.354, 1.826, 1.593], [3.477, 3.312, 2.551], [4.575, 2.817, -0.248], [5.432, 3.517, 1.122], [4.279, 5.133, -0.776], [4.262, 5.605, 0.913], [1.944, 4.731, -0.738], [1.961, 5.531, 0.834], [0.792, 5.356, 2.806], [1.796, 4.277, 3.783], [-1.063, 5.187, 4.301], [0.271, 5.146, 5.456], [-1.482, 3.103, 5.530], [0.226, 2.670, 5.460], [-1.764, 2.738, 3.160], [-0.547, 1.500, 3.513], [-0.672, 5.465, 0.802], [-2.008, 4.363, 1.159], [-1.182, 5.541, -1.527], [-2.813, 5.415, -0.869], [-2.043, 3.554, -2.674], [-2.831, 2.992, -1.202], [0.142, 2.903, -1.840], [-0.858, 1.751, -0.920]], "lowdin_charge": [1.187, 0.022, -0.043, -0.070, -0.142, -0.054, -0.199, -0.021, -0.065, -0.038, -0.190, -0.054, -0.210, 0.003, -0.065, -0.044, -0.168, 0.005, -0.047, -0.135, -0.059, -0.174, 0.118, 0.118, 0.136, 0.115, 0.096, 0.084, 0.089, 0.111, 0.111, 0.125, 0.112, 0.113, -0.071, -0.072, -0.096, -0.348, -0.078, -0.067, 1.061, -0.347, -0.073, -0.058, -0.066, -0.066, -0.115, -0.217, -0.040, -0.059, -0.019, -0.197, 0.028, -0.069, 0.001, -0.303, -0.368, 0.109, 0.107, 0.086, 0.106, 0.110, 0.103, 0.111, 0.109, 0.111, 0.106, 0.117, 0.107, 0.111, 0.123, 0.111, 0.062, -0.344, 0.560, -0.202, -0.188, -0.158, -0.145, -0.170, -0.175, -0.183, -0.160, -0.157, -0.178, -0.181, -0.180, -0.157, -0.156, -0.216, 0.117, 0.112, 0.098, 0.116, 0.110, 0.111, 0.110, 0.099, 0.101, 0.110, 0.116, 0.116, 0.114, 0.120, 0.108, 0.102, 0.108, 0.113, 0.117, 0.116, 0.113, 0.110, 0.117, 0.025]}

{"formula": "FH3N3P3", "method": "the ωB97M-V functional and the def2-TZVPD basis", "spin_multiplicity": 1, "total_charge": 0, "homo_lumo_gap_ev": 9.14, "homo_energy_ev": -9.00, "fmax_ev_per_a": 2.659, "e_tot_ev": -35100.461, "lumo_energy_ev": 0.142, "elements": ["N", "N", "N", "F", "P", "P", "P", "H", "H", "H"], "positions_angstrom": [[-1.465, 1.039, 0.074], [-0.698, -1.520, -0.129], [1.214, 0.519, -0.008], [1.287, 1.037, -1.381], [-1.875, -0.403, -0.349], [-0.045, 1.398, 0.818], [1.228, -1.131, 0.013], [-1.041, -2.440, -0.281], [0.390, 2.386, -0.101], [1.005, -0.885, 1.343]], "nbo_charge": [-1.330, -1.288, -0.678, -0.295, 1.296, 0.970, 1.010, 0.409, -0.044, -0.049]}